Version P
Here is an isolated ion of composition C5H14N2 and charge +2 from the OMol25 dataset. Energies are from wB97M-V/def2-TZVPD.

Properties
**Gap between HOMO and LUMO**: 11.643 eV
**Multiplicity**: 1
**Charge**: +2

Element x y z (Å)
C -1.317 -1.975 -0.248
C -0.154 -1.127 -0.734
N 0.773 -1.810 -1.746
C 0.464 -0.480 0.577
C 0.645 0.983 0.547
C -0.253 1.826 1.037
N 0.229 3.312 1.204
H -2.223 -1.200 -0.420
H -1.968 -2.632 -1.008
H -1.257 -2.492 0.711
H -0.616 -0.263 -1.330
H 1.438 -1.358 -2.417
H 0.171 -2.206 -2.508
H 1.264 -2.702 -1.321
H 1.380 -1.023 0.753
H -0.138 -0.603 1.611
H 1.662 1.109 0.127
H -1.210 1.727 1.411
H -0.635 3.952 1.052
H 1.056 3.599 0.498
H 0.691 3.362 2.204

Results of the Mulliken charge analysis, in e, for atoms 1 through 4: number 1, C, carries -1.202; number 2, C, carries 0.153; number 3, N, carries -0.362; number 4, C, carries -1.015

=====

Version Q
Here is an isolated ion of composition C5H14N2 and charge +2 from the OMol25 dataset. Energies are from wB97M-V/def2-TZVPD.

Properties
**Gap between HOMO and LUMO**: 9.971 eV
**Multiplicity**: 1
**Charge**: +2

Element x y z (Å)
C -1.237 -1.172 -1.390
C 0.059 -1.011 -1.097
N 1.230 -1.659 -1.836
C 0.584 0.238 -0.352
C -0.370 0.562 0.851
C 0.349 0.277 2.183
N -0.845 2.037 0.845
H -1.702 -2.153 -1.336
H -2.035 -0.423 -1.535
H 2.123 -1.250 -1.550
H 1.039 -1.512 -2.832
H 1.347 -2.678 -1.740
H 0.629 1.055 -1.081
H 1.550 -0.062 0.060
H -1.320 0.041 0.768
H -0.498 0.259 2.895
H 0.925 -0.642 2.163
H 1.021 1.060 2.527
H -0.116 2.717 0.606
H -1.202 2.329 1.756
H -1.530 1.987 0.093

Results of the Mulliken charge analysis, in e, for atoms 1 through 4: number 1, C, carries -0.922; number 2, C, carries 0.390; number 3, N, carries -0.215; number 4, C, carries -0.810

=====

Which one is most stable, and which one is least stable? version Q is the most stable of them, while version P is the least stable.